[1]
The following is a quantum chemistry calculation of a molecular structure, C3H4BF2IN2O5SSeTi, from the Open Molecules 2025 dataset.

Output
- energy relative to the best compared isomer or geometry (same formula, charge and spin) (kcal per mole) = 2.9
- HOMO-LUMO gap (alpha / beta) (Ha) = 0.27359 / 0.27450
- lowest unoccupied orbital energy (alpha / beta) (eV) = -1.12 / -1.14
- E_HOMO (alpha / beta) (eV) = -8.6 / -8.6

Geometry (Å):
I -1.924 -3.547 -2.029
Se -0.833 4.025 -3.381
Ti 0.835 0.217 -0.854
S 1.903 -0.132 1.706
F -0.724 -1.665 0.924
F -1.889 0.317 0.743
O 0.426 0.443 1.194
O 2.408 -0.419 0.299
O 0.862 -1.512 -1.843
O 2.542 0.975 2.313
O 1.683 -1.337 2.432
N 0.133 1.760 -1.823
N 1.528 -3.163 -0.470
C 0.884 -2.734 -1.532
C 0.169 -3.717 -2.396
C -0.262 2.684 -2.456
B -0.721 -0.330 0.711
H 0.462 -4.741 -2.188
H 1.478 -4.127 -0.189
H 1.970 -2.491 0.152
H 0.331 -3.470 -3.440

Forces on the atoms, in the same order (eV/Å):
I 0.009 -0.007 -0.003
Se -0.012 0.008 -0.008
Ti -0.020 -0.141 0.145
S 0.019 -0.074 -0.114
F 0.024 -0.010 -0.014
F 0.017 0.012 0.009
O -0.032 0.064 -0.105
O -0.006 0.093 0.055
O -0.114 0.074 -0.002
O -0.015 0.015 0.017
O 0.010 -0.009 -0.030
N 0.079 -0.007 -0.041
N 0.002 0.007 -0.005
C 0.021 0.013 0.090
C 0.009 0.018 0.001
C 0.005 0.000 0.022
B 0.016 -0.037 -0.005
H -0.004 -0.006 -0.021
H 0.006 -0.003 -0.005
H -0.017 -0.015 0.015
H 0.002 0.005 -0.002



[2]
The following is a quantum chemistry calculation of 2 unconnected molecules or ions with the total composition C3H4Br2N2 at a distorted geometry, from the Open Molecules 2025 dataset.

Output
- energy relative to the best compared isomer or geometry (same formula, charge and spin) (kcal per mole) = 27.2
- SMILES = Brn1cccn1.Br
- HOMO-LUMO gap (Ha) = 0.33854
- lowest unoccupied orbital energy (eV) = -0.36
- E_HOMO (eV) = -9.6

Geometry (Å):
Br 1.906 -0.485 2.801
Br -2.457 -0.059 1.705
N -0.516 1.320 0.102
N -1.103 0.144 0.379
C -0.833 -0.801 -0.506
C 0.174 1.040 -0.989
C 0.069 -0.321 -1.411
H 2.902 0.164 1.890
H -1.264 -1.758 -0.413
H 0.940 1.725 -1.263
H 0.182 -0.970 -2.294

Forces on the atoms, in the same order (eV/Å):
Br 1.119 0.736 -1.060
Br 1.163 0.387 -0.975
N -0.187 -0.639 0.218
N -1.422 0.808 1.505
C 0.217 -0.793 -0.112
C 1.207 -0.561 -0.259
C -1.491 -0.193 -0.103
H -1.168 -0.739 1.032
H -0.438 -0.838 0.029
H 0.048 0.723 -0.605
H 0.950 1.108 0.331



[3]
The following is a quantum chemistry calculation of 2 unconnected molecules or ions with the total composition C3H4Br2O at a distorted geometry, from the Open Molecules 2025 dataset.

Output
- energy relative to the best compared isomer or geometry (same formula, charge and spin) (kcal per mole) = 72.9
- HOMO-LUMO gap (Ha) = 0.37041
- lowest unoccupied orbital energy (eV) = -0.01
- E_HOMO (eV) = -10.1

Geometry (Å):
Br 2.731 -0.959 -0.043
Br -1.900 -1.583 0.306
O 0.301 -1.031 -1.624
C -0.198 -0.673 -0.380
C -0.214 0.723 -0.037
C 0.984 -1.425 -0.532
H 0.876 0.917 0.146
H -0.528 0.946 0.999
H -0.614 1.350 -0.841
H 0.971 -3.098 -0.146

Forces on the atoms, in the same order (eV/Å):
Br 0.445 0.527 -0.270
Br 1.209 0.311 -0.771
O 0.039 0.101 -1.550
C -2.782 -1.084 1.455
C 1.990 1.951 1.422
C 0.926 -6.381 2.049
H -0.611 0.573 -0.869
H -0.847 -0.238 -0.836
H -0.053 -0.012 0.520
H -0.316 4.251 -1.148



[4]
The following is a quantum chemistry calculation of a molecular structure, C3H4Br2O2 at a distorted geometry, from the Open Molecules 2025 dataset.

Output
- energy relative to the best compared isomer or geometry (same formula, charge and spin) (kcal per mole) = 28.9
- HOMO-LUMO gap (Ha) = 0.35909
- lowest unoccupied orbital energy (eV) = -0.20
- E_HOMO (eV) = -10.0

Geometry (Å):
Br -2.710 1.458 -0.049
Br -2.852 -1.675 -0.424
O -0.369 -0.108 -0.361
O 0.848 0.135 1.507
C -2.084 -0.198 0.450
C 0.796 0.014 0.316
C 1.921 0.180 -0.595
H 1.478 0.057 -1.524
H 2.511 -0.600 -0.285
H -1.953 -0.351 1.463
H 2.414 1.088 -0.499

Forces on the atoms, in the same order (eV/Å):
Br -0.341 0.511 0.060
Br 0.180 0.163 0.174
O -2.252 -0.744 0.804
O 0.150 -0.447 1.025
C 2.949 -0.051 -3.356
C -2.812 1.657 1.136
C -1.373 -0.415 0.064
H 0.077 -0.315 -2.207
H 2.080 -1.869 0.034
H 0.597 -0.182 1.878
H 0.746 1.691 0.387



[5]
The following is a quantum chemistry calculation of a molecular structure, C3H4Br2S at a distorted geometry, from the Open Molecules 2025 dataset.

Output
- energy relative to the best compared isomer or geometry (same formula, charge and spin) (kcal per mole) = 59.6
- HOMO-LUMO gap (Ha) = 0.30092
- lowest unoccupied orbital energy (eV) = -0.23
- E_HOMO (eV) = -8.4

Geometry (Å):
Br 2.207 1.131 1.128
Br 0.815 3.068 -0.860
S -0.532 -2.307 -0.512
C -0.589 -0.785 0.530
C 0.758 1.500 0.094
C -0.451 0.436 -0.184
H 0.084 -1.923 -1.549
H -1.519 -0.853 1.176
H 0.304 -1.164 1.156
H -1.077 0.897 -0.979

Forces on the atoms, in the same order (eV/Å):
Br 0.668 -0.347 0.787
Br -0.150 0.589 -0.414
S -2.103 -1.486 1.266
C 0.911 -2.838 2.033
C -6.106 -5.577 -1.628
C 5.871 7.415 0.030
H 1.194 1.155 -1.711
H 0.950 -0.006 -0.907
H -1.314 2.023 -0.339
H 0.078 -0.928 0.882



[6]
The following is a quantum chemistry calculation of 2 unconnected molecules or ions with the total composition C3H4BrClO at a distorted geometry, from the Open Molecules 2025 dataset.

Output
- energy relative to the best compared isomer or geometry (same formula, charge and spin) (kcal per mole) = 30.2
- SMILES = C=CBr.O=CCl
- HOMO-LUMO gap (Ha) = 0.37414
- lowest unoccupied orbital energy (eV) = 0.69
- E_HOMO (eV) = -9.5

Geometry (Å):
Br -1.809 -1.361 -0.400
Cl 3.897 -0.689 -0.257
O 1.365 -0.735 -0.785
C -1.389 1.296 0.576
C 2.191 -1.119 -0.052
C -1.762 0.457 -0.323
H -0.872 0.872 1.438
H -2.078 0.816 -1.360
H -1.595 2.302 0.434
H 2.053 -1.837 0.728

Forces on the atoms, in the same order (eV/Å):
Br 0.234 -1.551 0.546
Cl 0.065 0.031 0.204
O -0.592 0.495 -0.370
C 1.183 -1.495 2.113
C 0.657 -0.050 -0.712
C -1.330 0.746 -4.585
H -0.376 0.645 0.289
H 0.031 -0.177 1.736
H 0.148 1.784 -0.074
H -0.019 -0.428 0.855



[7]
The following is a quantum chemistry calculation of a molecular structure, C3H4BrN at a distorted geometry, from the Open Molecules 2025 dataset.

Output
- energy relative to the best compared isomer or geometry (same formula, charge and spin) (kcal per mole) = 94.9
- HOMO-LUMO gap (alpha / beta) (Ha) = 0.34075 / 0.34074
- lowest unoccupied orbital energy (alpha / beta) (eV) = 0.05 / 0.05
- E_HOMO (alpha / beta) (eV) = -9.2 / -9.2

Geometry (Å):
Br 1.911 -1.347 -1.622
N 0.699 0.138 -1.416
C -0.500 -0.742 0.750
C -1.350 -1.594 0.854
C 0.408 0.295 0.472
H -0.221 -0.087 -1.627
H -2.156 -2.325 0.746
H -0.033 1.251 0.582
H 1.555 0.298 0.777

Forces on the atoms, in the same order (eV/Å):
Br -1.201 0.689 0.072
N 2.593 1.384 4.112
C -0.859 -1.502 0.558
C -0.249 -0.031 -0.553
C 3.956 -0.278 -3.408
H -2.051 -1.515 -0.861
H 0.837 0.627 0.424
H -0.217 1.019 -0.068
H -2.808 -0.394 -0.275



[8]
The following is a quantum chemistry calculation of a single C3H4BrNO molecule at a distorted geometry, from the Open Molecules 2025 dataset.

Output
- energy relative to the best compared isomer or geometry (same formula, charge and spin) (kcal per mole) = 62.8
- HOMO-LUMO gap (Ha) = 0.35642
- lowest unoccupied orbital energy (eV) = 0.83
- E_HOMO (eV) = -8.9

Geometry (Å):
Br -0.565 -0.186 2.668
O 0.185 1.263 0.456
N -0.325 0.130 -1.401
C -0.219 -1.023 -0.645
C 0.454 0.055 1.097
C -0.226 1.188 -0.729
H -1.092 -1.567 -0.358
H 0.548 -1.885 -1.064
H 1.487 -0.107 1.276
H -0.247 2.132 -1.300

Forces on the atoms, in the same order (eV/Å):
Br -0.173 -0.049 0.117
O 1.485 0.827 4.721
N -1.163 -1.013 -0.315
C 3.682 -1.297 1.411
C -1.751 -2.260 -3.048
C -0.127 1.078 -5.348
H -0.874 0.171 0.272
H -1.475 2.574 1.175
H 0.749 0.175 0.239
H -0.353 -0.205 0.777



[9]
The following is a quantum chemistry calculation of a molecular structure, C3H4BrNO2S at a distorted geometry, from the Open Molecules 2025 dataset.

Output
- energy relative to the best compared isomer or geometry (same formula, charge and spin) (kcal per mole) = 45.1
- HOMO-LUMO gap (Ha) = 0.36617
- lowest unoccupied orbital energy (eV) = -0.01
- E_HOMO (eV) = -10.0

Geometry (Å):
Br -3.564 1.657 0.517
S -2.681 -0.359 0.112
O -2.869 -0.524 -1.272
O -1.186 -0.376 0.438
N 0.359 0.951 -0.805
C -0.063 -0.116 -0.219
C 1.125 -0.741 0.376
C 1.744 0.538 -0.317
H 2.576 0.368 -1.011
H 1.984 1.114 0.527
H 1.350 -1.818 0.071
H 1.226 -0.695 1.583

Forces on the atoms, in the same order (eV/Å):
Br 0.273 0.845 0.218
S -3.293 -1.056 1.548
O 0.013 -0.314 -2.556
O -0.056 -0.055 0.845
N 0.252 -1.423 0.244
C 1.957 1.736 1.127
C 1.447 -1.256 1.481
C -0.155 -1.961 -0.677
H -0.504 0.438 -0.041
H 0.691 1.491 0.593
H -0.003 1.652 0.112
H -0.622 -0.095 -2.893



[10]
The following is a quantum chemistry calculation of a molecular structure, C3H4BrO3Pd2 at a distorted geometry, from the Open Molecules 2025 dataset.

Output
- <S²> = 8.768
- HOMO-LUMO gap (alpha / beta) (Ha) = 0.38733 / 0.12719
- charge = +4
- lowest unoccupied orbital energy (alpha / beta) (eV) = -15.68 / -22.17
- spin multiplicity = 6
- E_HOMO (alpha / beta) (eV) = -26.2 / -25.6

Geometry (Å):
Pd 0.028 -1.597 -4.150
Pd -4.537 -0.219 -2.269
Br -2.046 -0.311 -2.964
O 0.923 -0.648 3.522
O 1.206 0.891 1.864
O 0.360 -1.004 1.356
C 0.778 1.116 0.612
C 0.364 -0.300 0.142
C 0.788 -0.277 2.354
H 1.189 -0.630 -0.490
H 1.603 1.478 -0.002
H -0.600 -0.277 -0.365
H -0.058 1.780 0.392

Forces on the atoms, in the same order (eV/Å):
Pd -0.184 -0.178 -0.615
Pd -0.068 -0.060 -0.454
Br -0.420 -0.082 0.020
O 0.131 -0.361 1.638
O 0.351 1.840 2.415
O -1.006 -1.261 1.044
C 1.137 -3.233 -1.427
C -0.404 2.113 1.149
C 0.274 -0.019 -3.504
H 0.516 -0.458 -0.504
H 0.715 1.317 -0.060
H -0.141 -0.946 -0.010
H -0.899 1.327 0.308